Formula: C4H3ClN2
Source: the Open Molecules 2025 dataset
Level of theory: the ωB97M-V functional and the def2-TZVPD basis

Positions of all 10 atoms, in Å:
C -0.9609 -1.3242 0.4728
C 1.4066 1.4399 -0.0591
C -1.7081 -0.2585 0.6841
C 1.5271 0.4419 -0.9481
N -0.1713 -2.1320 0.2064
N 1.0038 2.3221 0.5919
Cl 1.7276 -1.2007 -0.5273
H -1.5665 0.2645 1.6371
H -2.4089 -0.0920 -0.1272
H 1.1508 0.5390 -1.9306

Calculated values
molar mass	114.53	g/mol
E_HOMO (spin up / spin down)	-8.37 / -10.80	eV
⟨S²⟩	2.04
HOMO-LUMO gap (spin up / spin down)	0.333 / 0.319	Ha
lowest unoccupied orbital energy (spin up / spin down)	0.68 / -2.13	eV
multiplicity	3